Computed, not measured: a 2-piece molecular cluster, C2H10N2S overall, with ωB97M-V with the def2-TZVPD basis set.

- Frontier orbital gap (spin up / spin down): 2.531 / 9.039 eV
- Energy relative to the best compared isomer or geometry (same formula, charge and spin): 20.9 kJ/mol
- ⟨S²⟩: 0.750
- Molecular weight: 94.18 Da
- 2S+1: 2
- Charge: -1

Each line ends with the Mulliken spin population.
Element x y z (Å)
S1 2.555 0.548 0.214  0.08
H1 2.073 1.318 1.190  -0.02
C1 -1.352 -0.488 0.644  0.45
N1 -2.645 -0.008 1.146  -0.17
C2 -1.196 -0.060 -0.824  1.74
N2 0.082 -0.493 -1.371  -0.23
H2 -1.257 -1.582 0.619  0.03
H3 -0.576 -0.079 1.287  -0.08
H4 -3.394 -0.569 0.740  -0.09
H5 -2.685 -0.225 2.141  0.01
H6 -1.236 1.028 -0.861  0.07
H7 -2.051 -0.524 -1.334  -0.13
H8 0.246 -0.077 -2.291  -0.47
H9 1.227 0.268 -0.340  0.07
H10 0.102 -1.509 -1.498  -0.27

---

Computed, not measured: C4H8AlN2O2 as an isolated structure, with ωB97M-V with the def2-TZVPD basis set.

- Frontier orbital gap: 8.875 eV
- Molecular weight: 143.10 Da
- Charge: -1

Each line ends with the Löwdin charge.
Element x y z (Å)
C1 -1.472 0.221 -1.847  -0.08
C2 -0.444 -0.789 -1.044  -0.37
O1 -0.805 -2.098 -1.026  -0.15
N1 0.860 -0.394 -0.386  -0.17
C3 1.327 -1.399 0.645  -0.20
Al1 0.852 1.412 0.278  0.07
N2 -0.632 1.859 1.418  -0.01
C4 -0.770 0.917 2.439  -0.22
O2 -1.342 -0.090 3.155  -0.12
H1 -1.030 0.324 -2.948  0.09
H2 -2.511 -0.344 -1.994  0.09
H3 -1.597 1.277 -1.336  0.05
H4 0.607 -1.532 1.562  0.08
H5 2.383 -1.044 1.066  0.08
H6 1.535 -2.434 0.093  0.09
H7 0.750 2.392 -0.999  -0.11
H8 2.289 1.721 0.923  -0.12

---

Computed, not measured: C3H7N3 as an isolated structure, with ωB97M-V with the def2-TZVPD basis set.

- Frontier orbital gap (spin up / spin down): 8.615 / 7.632 eV
- Energy relative to the best compared isomer or geometry (same formula, charge and spin): 418.5 kJ/mol
- Molecular weight: 85.11 Da
- Charge: 0

Each line ends with the Löwdin charge.
Element x y z (Å)
C1 -0.948 0.950 -0.884  -0.33
N1 1.724 0.004 0.720  0.11
C2 0.753 -0.454 -0.156  -0.39
C3 -1.047 -0.787 0.533  -0.17
N2 0.369 0.432 -1.148  0.06
N3 -1.571 -0.332 -0.626  0.02
H1 2.603 -0.486 0.786  0.09
H2 1.753 1.002 0.873  0.09
H3 -0.989 1.656 -0.033  0.11
H4 -1.355 1.423 -1.779  0.10
H5 0.968 -1.470 -0.485  0.14
H6 -0.999 -0.116 1.404  0.09
H7 -1.261 -1.823 0.794  0.08

---

Computed, not measured: C2H7N3O as an isolated structure, with ωB97M-V with the def2-TZVPD basis set.

- Frontier orbital gap: 9.051 eV
- Energy relative to the best compared isomer or geometry (same formula, charge and spin): 680.1 kJ/mol
- Molecular weight: 89.10 Da
- Charge: 0

Each line ends with the Löwdin charge.
Element x y z (Å)
N1 -1.026 1.856 -0.033  0.04
O1 -0.106 1.137 0.812  -0.20
H1 0.817 0.866 0.297  0.12
H2 -1.487 1.110 -0.571  0.05
H3 -1.726 2.192 0.627  0.08
C1 1.602 -0.571 -0.132  -0.19
C2 -0.201 -0.714 0.595  -0.25
N2 1.647 -0.656 -1.398  0.05
N3 -1.095 -0.934 -0.272  0.02
H4 0.692 -0.517 -1.777  0.04
H5 -1.577 -1.822 -0.166  0.06
H6 2.517 -0.762 0.449  0.08
H7 -0.059 -1.183 1.568  0.11

---

> The lowest molecular weight belongs to which entry?

C3H7N3